No. 1
Formula: C10H37BO11
Source: OMol25
Level of theory: ωB97M-V/def2-TZVPD

XYZ file:
```
59
C10H37BO11 (ωB97M-V/def2-TZVPD)
O -1.0282 -3.6000 2.8424
H -0.3586 -3.3407 3.4795
H -0.6841 -4.3185 2.3067
H -1.4279 -2.8841 2.3431
B -2.1647 -0.1796 0.2244
H -2.4417 0.3650 1.1137
H -1.1386 -0.5044 0.3008
H -2.6941 -1.1012 0.0382
H -2.2504 0.5274 -0.5862
C 6.4936 0.6184 0.6389
C 6.9349 -0.6445 -0.2108
O 7.5098 -1.6857 0.6038
O 5.3289 0.3533 1.4251
H 6.3954 1.4232 -0.0897
H 7.2949 0.9706 1.2885
H 7.7257 -0.2784 -0.8654
H 6.0550 -0.9404 -0.7820
H 6.8381 -1.8839 1.2605
H 4.6266 0.9761 1.2237
C 1.4685 1.7790 -5.1393
C 1.6452 0.4790 -4.3590
O 0.4606 -0.2225 -4.0802
O 2.7305 2.4566 -5.4102
H 0.8672 2.4503 -4.5263
H 0.9224 1.7358 -6.0817
H 2.0621 0.8046 -3.4060
H 2.2676 -0.2098 -4.9303
H 0.2472 -0.2146 -3.1442
H 2.5694 3.3845 -5.5963
C -0.4267 5.4457 1.3903
C -1.0523 5.8963 2.7384
O -0.2120 5.7500 3.8692
O 0.2043 4.1691 1.5605
H 0.3045 6.1533 0.9995
H -1.1987 5.3021 0.6344
H -1.8660 5.2230 3.0080
H -1.3947 6.9311 2.7284
H -0.1897 4.8102 4.0641
H -0.4902 3.5068 1.5841
C 1.5345 -5.9848 -0.7454
C 0.5694 -7.1742 -0.8039
O -0.5866 -6.9539 0.0143
O 2.1368 -5.9243 0.5158
H 0.9352 -5.0755 -0.7895
H 2.2490 -6.0446 -1.5664
H 1.0655 -8.1003 -0.5134
H 0.1266 -7.3105 -1.7906
H -1.3399 -7.4442 -0.3230
H 2.8603 -6.5552 0.5025
C -7.6137 1.1124 1.5482
C -7.0706 2.5450 1.3010
O -6.0798 2.5876 0.2651
O -6.6055 0.2847 2.0932
H -7.8808 0.8742 0.5187
H -8.5437 1.0166 2.1086
H -6.6855 2.9432 2.2397
H -7.8200 3.2012 0.8584
H -5.3531 2.0302 0.5527
H -5.8321 0.4695 1.5554
```

The calculation puts the HOMO-LUMO gap at 6.11 eV. Its energy relative to the best compared isomer or geometry (same formula, charge and spin) is 5.900 eV. As for the spin multiplicity: 1.

Here are the natural (NBO) charges for atoms 1 to 6, given in e: -0.757 0.568 0.577 0.601 -0.875 -0.039


No. 2
Formula: C10H37N2O8V
Source: OMol25
Level of theory: ωB97M-V/def2-TZVPD

XYZ file:
```
58
C10H37N2O8V (ωB97M-V/def2-TZVPD)
V 2.4070 1.7570 -1.6074
O 0.5132 1.3368 -1.0628
H 0.0856 0.7982 -0.3898
C -3.0258 1.7833 1.0270
C -2.2768 0.8006 1.8910
C -2.1390 1.2470 3.3264
O -1.4117 2.4685 3.3414
C -1.3078 3.0125 4.6339
N -2.9074 -0.5266 1.8462
H -2.4806 2.7282 0.9684
H -4.0197 1.9761 1.4297
H -3.1443 1.3741 0.0210
H -1.2291 0.6952 1.5547
H -1.5994 0.5071 3.9340
H -3.1129 1.4238 3.8061
H -0.7335 3.9322 4.5797
H -0.8517 2.3147 5.3449
H -2.3077 3.2557 5.0184
H -2.7441 -1.0760 2.6842
H -2.5217 -1.1075 1.1098
C 1.1878 -3.8329 -1.1493
C 2.4209 -3.7024 -0.2657
C 2.1434 -2.9740 1.0222
O 1.7853 -1.6271 0.7252
C 1.0604 -1.0221 1.7748
N 2.9275 -5.0316 0.0845
H 0.3404 -4.2811 -0.6299
H 1.4194 -4.4487 -2.0221
H 0.8703 -2.8567 -1.5229
H 3.2022 -3.1719 -0.8357
H 3.0175 -2.9843 1.6914
H 1.3330 -3.4680 1.5737
H 0.8419 0.0023 1.4738
H 1.6372 -1.0230 2.7047
H 0.1039 -1.5365 1.9340
H 3.2753 -5.5015 -0.7426
H 3.7172 -4.9324 0.7148
O -1.0917 3.0249 -2.4832
H -1.9849 3.2370 -2.1984
H -0.7030 2.4504 -1.7978
O 0.3476 3.0868 1.2322
H 0.1078 2.5636 0.4585
H -0.2757 2.8134 1.9307
O 1.5430 3.5418 -2.4657
H 1.7012 4.4888 -2.5410
H 0.5669 3.4304 -2.5872
C 2.3515 -0.6012 -3.6453
O 1.8293 0.7319 -3.4619
H 2.5068 -1.0518 -2.6595
H 1.6533 -1.2127 -4.2024
H 3.3332 -0.5449 -4.1170
H 1.1225 0.9035 -4.0909
C -1.8953 -0.5826 -3.0758
O -0.6182 -0.8924 -2.5262
H -1.8338 0.0951 -3.9289
H -2.3510 -1.5301 -3.3574
H -2.5747 -0.1600 -2.3242
H -0.2112 -0.1010 -2.1465
```

The calculation puts the HOMO-LUMO gap (alpha / beta) at 6.97 / 6.98 eV. Its energy relative to the best compared isomer or geometry (same formula, charge and spin) is 0.000 eV. As for the spin multiplicity: 4. The net charge is +1.

Here are the natural (NBO) charges for atoms 1 to 6, given in e: 1.613 -1.242 0.491 -0.625 -0.051 -0.065


No. 3
Formula: C10H38O10
Source: OMol25
Level of theory: ωB97M-V/def2-TZVPD

XYZ file:
```
58
C10H38O10 (ωB97M-V/def2-TZVPD)
C -0.6119 0.4705 2.8196
O 0.6465 -0.0335 3.2092
H -1.1725 -0.2109 2.1796
H -1.2345 0.6778 3.6900
H -0.4089 1.3996 2.2870
C -0.1141 0.0250 -0.5009
O 0.9800 0.8627 -0.1304
H -0.4678 -0.4797 0.3981
H -0.9755 0.5381 -0.9284
H 0.1991 -0.7873 -1.1568
C 0.6774 2.2788 -2.6542
O 1.5526 1.2573 -2.2409
H -0.3191 1.8415 -2.5930
H 0.6846 3.1960 -2.0654
H 0.8512 2.6401 -3.6678
H 1.2191 0.8011 -1.4648
C 2.5182 -0.9061 -1.5307
O 2.7476 -1.2789 -0.1851
H 1.6197 -1.3513 -1.9580
H 2.3460 0.1672 -1.6124
H 3.3439 -1.2094 -2.1744
H 3.0884 -2.1736 -0.1150
C -2.5755 -1.7121 1.4304
O -3.7206 -1.1849 0.8250
H -1.6816 -1.2151 1.0536
H -2.7119 -1.4408 2.4772
H -2.5487 -2.8017 1.4283
H -3.6826 -0.2298 0.7359
C -3.1661 1.0408 -0.2438
O -3.6805 0.9015 1.0382
H -2.2896 1.6854 -0.1772
H -2.9387 0.1009 -0.7469
H -3.8350 1.6160 -0.8840
H -4.2133 1.6484 1.3209
C -0.1601 -2.5832 1.7670
O 0.8468 -1.8033 1.1666
H -1.0711 -2.0161 1.9583
H -0.4445 -3.3931 1.0952
H 0.2175 -3.0733 2.6643
H 1.6645 -2.2993 1.2498
C -0.4747 -2.9499 -1.0438
O -0.1779 -2.9668 -2.4091
H 0.5145 -3.0177 -0.5911
H -1.0897 -2.1215 -0.6922
H -0.8946 -3.9389 -0.8603
H 0.6034 -3.4825 -2.6218
C 3.3477 1.7341 -0.4994
O 3.6572 0.8436 0.5267
H 2.3219 2.0734 -0.3553
H 4.0231 2.5896 -0.4927
H 3.4051 1.2642 -1.4812
H 4.6078 0.9439 0.6161
C -0.4141 3.2044 0.5576
O 0.8922 2.8286 0.1112
H -0.3950 4.0523 1.2423
H -0.9957 3.5129 -0.3111
H -1.0133 2.4083 0.9994
H 0.9032 2.0569 -0.4597
```

The calculation puts the HOMO-LUMO gap at 3.35 eV. Its energy relative to the best compared isomer or geometry (same formula, charge and spin) is 12.012 eV. As for the spin multiplicity: 1. The net charge is -2.

Here are the natural (NBO) charges for atoms 1 to 6, given in e: -0.233 -0.994 0.082 0.063 0.128 -0.281


No. 4
Formula: C10H40F2NO14S2
Source: OMol25
Level of theory: ωB97M-V/def2-TZVPD

XYZ file:
```
69
C10H40F2NO14S2 (ωB97M-V/def2-TZVPD)
N -1.2472 -0.4616 0.7952
S -0.7045 0.9357 0.7737
O 0.0944 1.4360 -0.3501
O -0.5367 1.4921 2.1196
F -2.2111 1.4993 0.4307
S 0.3617 -1.1881 0.8060
O 1.1817 -0.8033 1.9562
O 1.0504 -1.3624 -0.4889
F -0.0770 -2.6839 1.1633
C -5.3010 2.4081 -1.5512
O -5.0003 1.6951 -0.3452
H -6.0805 3.1662 -1.4751
H -4.3810 2.8474 -1.9369
H -5.4956 1.6419 -2.3017
H -4.2711 1.0905 -0.5009
C 3.3281 -4.1288 -1.7963
O 4.4391 -4.4034 -1.0245
H 2.4696 -3.8544 -1.1833
H 3.5274 -3.4098 -2.5910
H 3.1700 -5.1137 -2.2359
H 5.0987 -4.7396 -1.6357
C 2.0263 0.6145 5.4380
O 3.3981 0.3544 5.7381
H 1.4206 0.4164 6.3223
H 1.9662 1.6417 5.0784
H 1.8210 0.0099 4.5546
H 3.9605 0.7521 5.0694
C 4.0013 -2.8211 2.2449
O 5.1079 -3.4082 1.5492
H 3.5718 -2.0420 1.6151
H 3.2591 -3.5933 2.4475
H 4.4379 -2.4384 3.1674
H 4.7355 -3.7982 0.7550
C -1.5071 4.2549 -1.9749
O -1.7080 3.8906 -3.3692
H -2.4689 4.0963 -1.4870
H -0.8772 3.5209 -1.4724
H -1.1816 5.2863 -1.8390
H -0.8464 3.9745 -3.7843
C 3.8687 0.0698 -0.5444
O 5.1226 0.8729 -0.7675
H 4.1104 -0.9928 -0.5202
H 3.4448 0.3147 0.4295
H 3.0988 0.3153 -1.2759
H 5.7303 0.1795 -0.5002
C -3.4386 3.8799 1.6146
O -4.0637 3.2716 2.6763
H -2.3829 4.0079 1.8539
H -3.3644 3.2528 0.7262
H -3.9131 4.8473 1.4501
H -4.0509 2.3302 2.4884
C -2.4003 -0.3179 -2.3092
O -3.2047 -0.7535 -1.2115
H -1.3968 -0.7251 -2.1855
H -2.8503 -0.7198 -3.2170
H -2.1704 0.7469 -2.2716
H -2.5943 -0.7820 -0.4711
C 1.4336 -0.0572 -3.5990
O 2.0427 0.0313 -4.8742
H 1.4151 0.9207 -3.1177
H 0.3752 -0.1196 -3.8517
H 1.7519 -0.8076 -2.8753
H 1.6859 -0.6980 -5.3865
C -3.3712 -2.9403 1.4797
O -3.0456 -1.7610 2.1481
H -2.3972 -3.3871 1.2803
H -3.9370 -3.7148 1.9974
H -3.7203 -2.6683 0.4836
H -2.3107 -1.3705 1.6695
```

The calculation puts the HOMO-LUMO gap at 9.31 eV. Its energy relative to the best compared isomer or geometry (same formula, charge and spin) is 2.499 eV. As for the spin multiplicity: 1. The net charge is -1.

Here are the natural (NBO) charges for atoms 1 to 6, given in e: -1.135 2.417 -0.889 -0.886 -0.545 2.342


No. 5
Formula: C10H40N10O10
Source: OMol25
Level of theory: ωB97M-V/def2-TZVPD

XYZ file:
```
70
C10H40N10O10 (ωB97M-V/def2-TZVPD)
N 0.4487 -2.2441 -3.9492
C 1.6882 -2.3535 -3.4042
N 1.7636 -1.8705 -2.1063
O 2.6174 -2.9278 -3.9438
H -0.3131 -1.8076 -3.4540
H 0.3266 -2.6034 -4.8773
H 2.6491 -2.0440 -1.6596
H 1.3632 -0.9564 -1.9463
N 5.4093 2.3116 -1.4701
C 5.5460 0.9906 -1.8114
N 4.3897 0.2557 -1.7993
O 6.6209 0.5008 -2.1136
H 6.0880 2.9568 -1.8286
H 4.4853 2.6695 -1.3037
H 3.5340 0.5827 -1.3700
H 4.3922 -0.5732 -2.3665
N -0.0775 1.1494 0.6802
C 0.9961 0.3570 0.3954
N 1.0525 -0.8100 1.0957
O 1.7999 0.5913 -0.5100
H -0.7835 0.8641 1.3358
H -0.0790 2.0923 0.3329
H 1.7110 -1.4594 0.6827
H 0.3480 -1.0214 1.7949
N -1.4115 -2.7969 -0.8797
C -2.2272 -2.1724 -1.7912
N -3.5077 -2.6347 -1.8786
O -1.8229 -1.2191 -2.4600
H -0.5115 -2.3454 -0.7817
H -1.8659 -3.3079 -0.1443
H -4.0980 -2.0938 -2.4886
H -3.9797 -3.2926 -1.2872
N -2.8022 -1.1975 3.4080
C -1.5878 -1.7803 3.1937
N -1.6452 -3.0331 2.6010
O -0.5409 -1.1713 3.3905
H -2.7757 -0.2608 3.7971
H -3.6776 -1.6446 3.2175
H -2.5202 -3.5230 2.6106
H -0.7756 -3.5368 2.5916
C 3.7681 -2.7966 1.8870
O 3.5514 -2.4099 0.5220
H 3.8425 -1.8781 2.4647
H 2.9516 -3.4714 2.1347
H 4.6533 -3.4339 1.9642
H 4.2813 -1.9133 0.1366
C -3.2397 1.9484 -0.3457
O -3.2525 0.8447 0.5903
H -2.2244 2.2003 -0.6512
H -3.8834 1.7473 -1.1998
H -3.6297 2.7806 0.2400
H -2.9296 0.0802 0.1036
C 0.3214 4.1010 2.6079
O 0.4487 5.0646 1.5555
H 1.2751 3.6010 2.7870
H 0.0315 4.5741 3.5494
H -0.4409 3.4035 2.2717
H 1.3789 5.2512 1.4149
C -4.2615 2.2734 3.5110
O -2.9793 1.7312 3.2261
H -4.2820 3.3227 3.1922
H -5.0748 1.7405 3.0091
H -4.4881 2.2924 4.5767
H -3.0084 1.5317 2.2778
C -0.1590 1.4907 -3.6908
O -1.4861 1.9216 -3.3864
H 0.1331 0.7316 -2.9629
H -0.0495 1.1370 -4.7150
H 0.4919 2.3442 -3.5011
H -1.9667 1.1489 -3.0722
```

The calculation puts the HOMO-LUMO gap at 8.83 eV. Its energy relative to the best compared isomer or geometry (same formula, charge and spin) is 0.205 eV. As for the SMILES: NC(N)=O.NC(N)=O.NC(N)=O.NC(N)=O.NC(N)=O.CO.CO.CO.CO.CO. As for the spin multiplicity: 1.

Here are the natural (NBO) charges for atoms 1 to 6, given in e: -0.861 0.773 -0.895 -0.663 0.415 0.399


No. 6
Formula: C10H40N20O10
Source: OMol25
Level of theory: ωB97M-V/def2-TZVPD

XYZ file:
```
80
C10H40N20O10 (ωB97M-V/def2-TZVPD)
N 6.7089 -22.9452 9.4548
C 6.8467 -23.5860 10.5767
N 6.4909 -22.9284 11.6491
O 7.1694 -24.6992 10.5804
H 6.7982 -23.3744 8.5449
H 6.3684 -22.0054 9.5992
H 6.3287 -23.4281 12.5117
H 6.2283 -21.9625 11.7839
N -4.2937 -19.8472 7.9575
C -3.1477 -20.4025 8.2655
N -3.2222 -21.0406 9.3841
O -2.1310 -20.2360 7.6742
H -4.1458 -19.1268 7.2652
H -5.2197 -20.1477 8.2263
H -4.1046 -21.2016 9.8484
H -2.4054 -21.5074 9.7513
N -3.5990 -14.1032 4.9130
C -3.5380 -14.5671 6.1034
N -2.3944 -15.1999 6.2447
O -4.4260 -14.3807 6.9982
H -4.3644 -13.4700 4.7302
H -2.8002 -14.3623 4.3520
H -1.8649 -15.2704 5.3875
H -2.1139 -15.6100 7.1240
N 4.0541 -18.6863 15.2684
C 4.9370 -19.0788 16.0810
N 4.9034 -18.4464 17.2026
O 5.8200 -19.9259 15.8788
H 3.9997 -18.8920 14.2811
H 3.4910 -17.9647 15.6953
H 5.5753 -18.7017 17.9122
H 4.4784 -17.5353 17.2990
N 2.2211 -18.5695 8.4925
C 2.7368 -19.3583 9.3151
N 2.0961 -20.4953 9.3121
O 3.7044 -19.1272 10.0112
H 2.5766 -17.6766 8.1820
H 1.4627 -18.9616 7.9529
H 2.3240 -21.2146 9.9834
H 1.1921 -20.5289 8.8628
N 2.6909 -26.9881 9.3758
C 2.0998 -26.5046 10.3916
N 2.8817 -26.3459 11.3715
O 0.9039 -26.4037 10.5331
H 1.9655 -27.2370 8.7185
H 3.5154 -27.5706 9.4058
H 3.8145 -26.1666 11.0282
H 2.6393 -25.9295 12.2591
N 9.7322 -17.3986 7.1532
C 8.5564 -17.6138 7.6744
N 8.6314 -17.6742 8.8948
O 7.5609 -17.7434 7.0328
H 9.7910 -17.4661 6.1471
H 10.4809 -17.0790 7.7510
H 9.5495 -17.8258 9.2876
H 7.7254 -17.6655 9.3410
N 6.8155 -11.7380 8.5001
C 5.5309 -11.5719 8.3949
N 5.1370 -10.3407 8.6812
O 4.8440 -12.4279 7.9660
H 7.1225 -12.6702 8.2615
H 7.3411 -11.0188 8.9760
H 4.1622 -10.0784 8.6467
H 5.8446 -9.6268 8.7792
N -0.8153 -21.9769 14.6901
C -2.0581 -22.4064 14.8062
N -2.2094 -23.6847 14.5099
O -2.9537 -21.7067 15.2144
H -0.1133 -22.7012 14.6379
H -0.5982 -21.0487 15.0241
H -3.1430 -24.0684 14.5455
H -1.5898 -24.1384 13.8540
N 4.3455 -15.2272 2.9440
C 5.4021 -14.8343 2.2781
N 6.4979 -15.1704 2.8237
O 5.3381 -14.4100 1.1532
H 4.4920 -15.4048 3.9274
H 3.4378 -15.4502 2.5614
H 6.6206 -15.5968 3.7310
H 7.3195 -15.1574 2.2363
```

The calculation puts the HOMO-LUMO gap at 9.47 eV. Its energy relative to the best compared isomer or geometry (same formula, charge and spin) is 9.042 eV. As for the SMILES: NC(N)=O.NC(N)=O.NC(N)=O.NC(N)=O.NC(N)=O.NC(N)=O.NC(N)=O.NC(N)=O.NC(N)=O.NC(N)=O. As for the spin multiplicity: 1.

Here are the Mulliken charges for atoms 1 to 6, given in e: -0.356 0.640 -0.371 -0.614 0.193 0.154